Computed, not measured: C67H62BKN2O5P2S3 as an isolated structure at a distorted geometry, with ωB97M-V with the def2-TZVPD basis set.

HOMO in eV: -7.420

ORCA input file:
```
! RIJCOSX wB97M-V def2-TZVPD def2/J DEFGRID3
* xyz 0 1
K -0.20 0.26 -0.15
O 1.51 -0.52 2.70
S 0.01 -0.57 2.75
C -0.35 -2.19 3.45
C -0.74 -2.42 4.76
C -0.85 -3.72 5.23
C -0.55 -4.79 4.40
C -0.20 -4.56 3.08
C -0.11 -3.26 2.58
P 0.15 -2.93 0.77
C -1.18 -4.03 0.13
C -1.06 -4.71 -1.08
C -2.13 -5.43 -1.60
C -3.34 -5.46 -0.93
C -3.48 -4.76 0.26
C -2.41 -4.05 0.78
C 1.72 -3.84 0.50
C 1.88 -5.20 0.23
C 3.15 -5.74 0.06
C 4.27 -4.93 0.17
C 4.13 -3.58 0.46
C 2.86 -3.05 0.63
C -0.56 0.50 4.05
C 0.18 0.64 5.21
C -0.27 1.49 6.20
C -1.46 2.19 6.02
C -2.17 2.07 4.84
C -1.73 1.23 3.81
P -2.50 1.17 2.14
C -3.43 2.74 2.08
C -4.78 2.78 1.75
C -5.43 4.00 1.56
C -4.73 5.19 1.70
C -3.38 5.16 2.03
C -2.73 3.94 2.21
C -3.82 -0.09 2.39
C -4.29 -0.72 1.24
C -5.23 -1.74 1.30
C -5.70 -2.17 2.54
C -5.22 -1.57 3.70
C -4.29 -0.53 3.63
H -0.96 -1.59 5.42
H -1.16 -3.90 6.25
H -0.62 -5.80 4.77
H 0.00 -5.39 2.42
H -0.13 -4.67 -1.64
H -2.01 -5.96 -2.54
H -4.17 -6.03 -1.33
H -4.43 -4.76 0.79
H -2.55 -3.49 1.70
H 1.02 -5.85 0.15
H 3.26 -6.79 -0.16
H 5.26 -5.36 0.03
H 5.00 -2.94 0.55
H 2.75 -1.99 0.86
H 1.11 0.10 5.31
H 0.30 1.62 7.11
H -1.82 2.85 6.80
H -3.07 2.66 4.69
H -5.35 1.87 1.64
H -6.48 4.02 1.31
H -5.23 6.14 1.56
H -2.81 6.08 2.13
H -1.67 3.94 2.43
H -3.88 -0.42 0.28
H -5.58 -2.21 0.39
H -6.42 -2.97 2.60
H -5.58 -1.90 4.66
H -3.94 -0.08 4.54
O -0.76 2.11 -1.30
S -1.09 3.10 -2.37
C -2.39 2.28 -3.33
C -1.98 0.91 -3.84
C -3.17 -0.01 -4.13
C -3.75 -0.71 -2.91
S -2.70 -1.90 -2.00
O -1.74 -1.09 -1.17
C -1.74 -2.54 -3.37
C -0.39 -2.25 -3.43
C 0.35 -2.78 -4.48
C -0.25 -3.59 -5.43
C -1.61 -3.88 -5.34
C -2.36 -3.37 -4.30
C 0.23 2.96 -3.57
C 0.31 3.86 -4.63
C 1.36 3.74 -5.53
C 2.32 2.75 -5.36
C 2.24 1.87 -4.29
C 1.19 1.98 -3.38
H -2.69 2.96 -4.13
H -3.21 2.23 -2.61
H -1.32 0.44 -3.11
H -1.39 1.04 -4.76
H -2.87 -0.75 -4.87
H -3.98 0.57 -4.59
H -4.65 -1.28 -3.18
H -4.03 -0.01 -2.12
H 0.09 -1.64 -2.67
H 1.41 -2.56 -4.55
H 0.33 -4.00 -6.25
H -2.08 -4.52 -6.08
H -3.41 -3.61 -4.21
H -0.43 4.64 -4.74
H 1.43 4.43 -6.36
H 3.14 2.67 -6.06
H 2.99 1.11 -4.14
H 1.12 1.30 -2.54
C 3.38 4.84 -1.58
O 3.55 3.72 -0.73
C 4.55 3.77 0.17
C 5.57 4.72 0.16
C 6.53 4.72 1.16
C 6.50 3.79 2.18
C 5.49 2.84 2.20
C 4.53 2.82 1.20
N 3.45 1.90 1.29
C 3.05 1.00 0.43
C 3.73 0.42 -0.67
C 5.11 0.61 -0.96
C 5.71 -0.08 -1.97
C 4.95 -1.00 -2.74
C 3.63 -1.21 -2.49
C 2.93 -0.49 -1.46
O 1.69 -0.64 -1.27
H 2.47 4.66 -2.13
H 4.22 4.94 -2.27
H 3.28 5.75 -0.98
H 5.60 5.47 -0.62
H 7.31 5.47 1.13
H 7.24 3.81 2.96
H 5.42 2.11 2.99
H 2.80 2.08 2.05
H 2.07 0.59 0.64
H 5.69 1.29 -0.36
H 6.77 0.06 -2.18
H 5.44 -1.56 -3.53
H 3.06 -1.93 -3.06
B 1.47 4.68 1.91
C 0.76 3.26 1.78
N 0.27 2.21 1.70
H 2.46 4.52 2.60
H 0.68 5.44 2.44
H 1.77 5.04 0.79
*
```